No. 1
The following is a DFT calculation (ωB97M-V/def2-TZVPD) of a 5-piece molecular cluster, C6H18O4 overall.

## Properties
relative energy (zero: lowest compared OMol25 entry of this formula, charge and spin): 1.776 eV
total energy: -14701.3486 eV
structure (SMILES): C=C/C=C/CC.O.O.O.O
Kohn-Sham gap: 9.959 eV

Geometry as ORCA input:
```
! RIJCOSX wB97M-V def2-TZVPD def2/J DEFGRID3
* xyz 0 1
C 1.457 -2.068 -2.388
C 0.459 -1.658 -1.349
C 0.173 -0.210 -1.045
C -0.677 0.300 -0.167
C -1.268 1.635 -0.125
C -2.504 2.065 -0.333
H 1.986 -1.144 -2.564
H 0.957 -2.403 -3.309
H 2.094 -2.819 -2.038
H 0.828 -2.111 -0.413
H -0.558 -2.105 -1.331
H 0.599 0.485 -1.830
H -0.832 -0.427 0.635
H -0.517 2.399 0.214
H -3.401 1.562 -0.717
H -2.692 3.101 -0.293
H -1.882 -1.641 0.442
H -3.182 -0.724 0.625
O -2.777 -1.583 0.757
H -1.259 0.323 3.049
H -1.139 1.644 2.480
O -0.687 1.112 3.149
H 3.463 0.994 0.232
H 2.187 1.153 -0.621
O 3.043 0.727 -0.588
H 1.769 1.072 2.071
H 1.989 -0.058 3.112
O 2.371 0.379 2.347
*
```

---

No. 2
The following is a DFT calculation (ωB97M-V/def2-TZVPD) of one molecule with the formula C6H9BrS.

## Properties
relative energy (zero: lowest compared OMol25 entry of this formula, charge and spin): 4.034 eV
total energy: -87241.6619 eV
Kohn-Sham gap (alpha / beta): 8.287 / 5.461 eV

Geometry as ORCA input:
```
! RIJCOSX wB97M-V def2-TZVPD def2/J DEFGRID3
* xyz 0 1
C 0.445 -1.452 -1.301
C 0.136 -2.538 -0.444
C -0.462 -0.194 -1.275
C -0.901 0.427 -0.064
C 0.811 1.960 1.061
C -0.034 0.673 1.216
S -0.590 -2.443 1.030
Br -2.659 1.043 -0.100
H 1.173 -1.485 -2.168
H 0.564 -3.496 -0.647
H 0.019 0.730 -1.839
H -1.394 -0.492 -1.931
H 1.518 1.981 1.874
H 0.050 2.753 1.021
H 1.419 2.108 0.114
H -0.644 0.731 2.164
H 0.549 -0.307 1.289
*
```

---

No. 3
The following is a DFT calculation (ωB97M-V/def2-TZVPD) of a 2-piece molecular cluster, C6H12O overall.

## Properties
relative energy (zero: lowest compared OMol25 entry of this formula, charge and spin): 3.423 eV
total energy: -8460.9310 eV
structure (SMILES): C1=CC1.CCCO
Kohn-Sham gap: 10.114 eV

Geometry as ORCA input:
```
! RIJCOSX wB97M-V def2-TZVPD def2/J DEFGRID3
* xyz 0 1
C -2.640 0.509 0.014
C -1.178 0.754 -0.343
C -0.498 -0.476 -0.934
C 1.553 -0.670 1.578
C 2.682 -0.828 0.601
C 2.018 0.428 1.081
O 0.739 -0.165 -1.545
H -3.190 0.122 -0.852
H -2.741 -0.220 0.826
H -3.128 1.435 0.335
H -0.612 1.089 0.534
H -1.117 1.566 -1.083
H -1.170 -0.975 -1.651
H -0.270 -1.203 -0.147
H 0.831 -1.181 2.198
H 2.473 -1.168 -0.416
H 3.678 -1.085 0.968
H 1.976 1.502 0.989
H 0.592 0.569 -2.152
*
```

---

No. 4
The following is a DFT calculation (ωB97M-V/def2-TZVPD) of a 3-piece molecular cluster, C4H7NO overall.

## Properties
relative energy (zero: lowest compared OMol25 entry of this formula, charge and spin): 3.370 eV
total energy: -7796.2740 eV
structure (SMILES): C=CC#N.[H][H].C=O
Kohn-Sham gap: 10.632 eV

Geometry as ORCA input:
```
! RIJCOSX wB97M-V def2-TZVPD def2/J DEFGRID3
* xyz 0 1
C -0.841 1.324 -0.634
C -1.772 0.390 -0.829
C 1.392 -1.491 0.325
O 1.843 -0.564 -0.306
C -1.646 -0.921 -0.254
N -1.527 -1.975 0.215
H -0.946 2.309 -1.078
H 0.052 1.129 -0.049
H 1.783 1.826 1.628
H -2.657 0.569 -1.432
H 1.294 -2.502 -0.109
H 1.046 -1.377 1.369
H 1.978 1.285 1.152
*
```

---

No. 5
The following is a DFT calculation (ωB97M-V/def2-TZVPD) of a 2-piece molecular cluster, C9H14N2O2 overall.

## Properties
relative energy (zero: lowest compared OMol25 entry of this formula, charge and spin): 2.982 eV
total energy: -16633.0965 eV
structure (SMILES): O=c1cc[nH]c(=O)[nH]1.C1CCCC1
Kohn-Sham gap: 9.617 eV

Geometry as ORCA input:
```
! RIJCOSX wB97M-V def2-TZVPD def2/J DEFGRID3
* xyz 0 1
C -0.008 -0.988 -2.128
C -1.294 -1.456 -1.886
C -2.316 -0.509 -1.884
C -0.857 1.393 -1.999
C 1.294 1.327 1.252
C 0.150 0.879 2.258
C -0.290 -0.520 1.697
C 0.969 -1.324 1.495
C 2.093 -0.113 1.112
H 0.927 1.053 -2.706
H -1.611 -2.434 -1.733
H -3.252 -0.811 -1.523
H -2.941 1.490 -2.161
H 0.900 1.680 0.382
H 1.988 1.943 1.759
H -0.499 1.725 2.371
H 0.663 0.644 3.187
H -0.822 -0.210 0.756
H -0.860 -1.149 2.467
H 1.044 -2.243 0.841
H 1.181 -1.707 2.702
H 2.452 -0.388 0.071
H 2.752 -0.319 2.061
N 0.133 0.499 -2.359
N -2.143 0.819 -1.865
O 0.894 -1.807 -2.378
O -0.545 2.525 -1.790
*
```

---

No. 6
The following is a DFT calculation (ωB97M-V/def2-TZVPD) of C16H21AsO6PtSSi2 as an isolated structure.

## Properties
relative energy (zero: lowest compared OMol25 entry of this formula, charge and spin): 0.853 eV
⟨S²⟩: 6.02
total energy: -119888.4980 eV
Kohn-Sham gap (alpha / beta): 6.145 / 5.857 eV

Geometry as ORCA input:
```
! RIJCOSX wB97M-V def2-TZVPD def2/J DEFGRID3
* xyz 0 5
Pt 0.626 0.433 0.668
C -2.890 1.407 1.132
Si -1.633 -0.027 1.417
C -1.787 -0.643 3.231
C -1.883 -1.470 0.127
C -3.192 -1.793 -0.221
C -3.457 -2.796 -1.134
C -2.407 -3.485 -1.726
C -1.103 -3.155 -1.407
C -0.821 -2.157 -0.483
Si 1.068 -1.772 -0.138
C 1.744 -3.000 1.182
C 2.129 -1.936 -1.727
H -3.820 1.224 1.665
H -3.126 1.547 0.079
H -2.472 2.337 1.513
H -2.821 -0.890 3.461
H -1.466 0.153 3.897
H -1.174 -1.517 3.428
H -4.007 -1.258 0.242
H -4.480 -3.038 -1.385
H -2.608 -4.271 -2.440
H -0.289 -3.686 -1.872
H 1.784 -4.005 0.769
H 1.134 -3.026 2.080
H 2.753 -2.708 1.465
H 2.400 -2.970 -1.922
H 3.055 -1.375 -1.596
H 1.617 -1.544 -2.603
O 4.384 2.631 0.667
As 3.383 1.299 0.243
O 4.239 0.328 -0.715
O 2.737 0.512 1.569
C 1.728 1.832 -0.711
C 1.717 1.688 -2.117
C 0.716 2.253 -2.861
C -0.322 2.995 -2.234
C -0.300 3.194 -0.869
C 0.683 2.600 -0.086
S 0.795 3.058 1.665
O -0.138 4.136 1.846
O 2.182 3.368 1.905
O 0.323 1.841 2.388
H 3.878 3.140 1.320
H 2.550 1.165 -2.577
H 0.720 2.159 -3.937
H -1.114 3.415 -2.832
H -1.033 3.808 -0.369
*
```